Entry 1:
Molecular formula: C12H20Cl4N4
Method: DFT, wB97M-V/def2-TZVPD

Summary:
Kohn-Sham gap: 0.3859 Eh
Highest occupied orbital energy: -0.38060 hartree
SMILES: ClCCCl.ClCCCl.CC#N.CC#N.CC#N.CC#N

Each line ends with the natural charge from an NBO analysis.
Cartesian coordinates (Å):
Cl1 2.109 5.641 0.418  -0.050
C1 2.702 4.972 -1.077  -0.405
C2 4.236 4.882 -1.058  -0.403
Cl2 4.764 3.407 -0.291  -0.043
H1 2.362 5.714 -1.799  0.219
H2 2.259 4.003 -1.307  0.242
H3 4.777 5.712 -0.603  0.226
H4 4.545 4.845 -2.103  0.214
Cl3 -3.040 0.529 -5.204  -0.036
C3 -2.744 -0.788 -4.071  -0.402
C4 -1.794 -1.848 -4.776  -0.378
Cl4 -2.545 -2.532 -6.266  -0.055
H5 -3.708 -1.194 -3.764  0.213
H6 -2.338 -0.426 -3.127  0.219
H7 -1.544 -2.624 -4.052  0.215
H8 -0.887 -1.328 -5.084  0.224
C5 0.875 -2.761 3.451  -0.753
C6 1.115 -3.836 2.541  0.305
N1 1.283 -4.707 1.777  -0.350
H9 1.153 -1.798 3.022  0.276
H10 1.525 -2.759 4.327  0.249
H11 -0.192 -2.749 3.672  0.265
C7 0.670 1.305 4.561  -0.743
C8 1.301 0.769 3.393  0.314
N2 1.769 0.337 2.406  -0.353
H12 -0.047 0.621 5.015  0.259
H13 0.127 2.245 4.456  0.270
H14 1.390 1.441 5.367  0.261
C9 0.082 -0.240 -0.199  -0.723
C10 -0.037 1.171 -0.539  0.303
N3 -0.148 2.302 -0.817  -0.363
H15 1.128 -0.421 -0.445  0.265
H16 -0.572 -0.909 -0.758  0.240
H17 -0.112 -0.387 0.864  0.275
C11 -3.834 -3.281 0.068  -0.725
C12 -2.759 -2.794 0.870  0.309
N4 -1.859 -2.476 1.517  -0.368
H18 -4.705 -2.792 0.504  0.265
H19 -3.762 -4.367 0.011  0.269
H20 -3.546 -2.880 -0.904  0.252

---

Entry 2:
Molecular formula: C12H20ClI2OP2Ti
Method: DFT, wB97M-V/def2-TZVPD

Summary:
Kohn-Sham gap (spin up / spin down): 0.1683 / 0.1696 Eh
Highest occupied orbital energy (spin up / spin down): -0.56060 / -0.56158 hartree
Multiplicity: 2
Charge: +2

Each line ends with the Löwdin spin population.
Cartesian coordinates (Å):
I1 1.977 2.488 -0.743  -0.007
I2 3.121 -1.784 -1.355  0.396
Ti1 0.788 0.415 0.234  0.092
P1 -0.191 0.253 -2.185  -0.006
C1 0.984 0.316 -3.558  -0.002
C2 -1.303 -1.111 -2.580  0.000
H1 -2.041 1.764 -1.698  0.000
H2 -1.677 1.609 -3.456  0.000
H3 -0.642 2.632 -2.401  0.000
C3 -1.245 1.718 -2.452  -0.001
H4 -2.178 -1.084 -1.921  0.001
H5 -1.604 -0.985 -3.625  0.000
H6 0.420 0.040 -4.462  0.000
H7 1.783 -0.410 -3.365  0.000
H8 -0.796 -2.068 -2.435  0.000
H9 1.436 1.320 -3.598  0.000
C4 1.140 -1.762 -0.366  0.187
O1 0.487 -2.758 -0.353  0.287
Cl1 -1.518 -0.081 0.491  0.012
C5 -0.058 -2.406 2.501  0.005
P2 0.982 -0.902 2.329  0.064
C6 0.240 2.048 1.606  -0.040
C7 1.147 -0.508 4.055  0.009
C8 2.180 -1.153 4.788  0.004
C9 2.259 -0.991 6.166  0.001
C10 1.290 -0.209 6.815  -0.001
C11 0.251 0.415 6.112  0.000
C12 0.184 0.274 4.728  -0.001
H10 0.609 -3.289 2.463  0.001
H11 -0.554 -2.366 3.488  0.000
H12 -0.803 -2.445 1.695  0.001
H13 -0.460 1.687 2.375  0.004
H14 1.115 2.520 2.086  0.000
H15 -0.286 2.834 1.033  -0.002
H16 2.915 -1.748 4.244  0.000
H17 3.028 -1.522 6.744  0.000
H18 1.351 -0.099 7.897  0.000
H19 -0.489 1.055 6.614  0.000
H20 -0.651 0.718 4.182  0.000

---

Entry 3:
Molecular formula: C12H20CoF5N2O3PTe
Method: DFT, wB97M-V/def2-TZVPD

Summary:
Kohn-Sham gap (spin up / spin down): 0.3345 / 0.1758 Eh
Highest occupied orbital energy (spin up / spin down): -0.58906 / -0.61657 hartree
Multiplicity: 6
Charge: +2

Each line ends with the Löwdin spin population.
Cartesian coordinates (Å):
C1 0.562 -1.921 2.286  0.003
C2 0.417 -2.612 0.951  0.021
N1 0.184 -1.788 -0.092  0.149
C3 0.192 -2.211 -1.396  0.024
C4 0.248 -3.575 -1.658  0.092
C5 0.448 -4.455 -0.596  -0.010
C6 0.549 -3.972 0.711  0.091
C7 0.353 -1.094 -2.316  0.441
P1 -0.638 0.370 -1.847  0.081
H1 0.708 -4.613 1.580  0.004
H2 0.162 -3.917 -2.685  0.004
H3 0.510 -5.528 -0.782  -0.002
C8 -1.507 -0.560 2.404  0.014
C9 0.634 0.406 3.055  0.016
H4 0.364 -1.297 -3.384  0.019
H5 1.638 -1.824 2.528  0.000
H6 0.054 -2.473 3.093  0.001
C10 -2.450 0.293 -1.960  0.039
C11 -0.085 1.626 -2.999  0.011
H7 -2.859 1.256 -1.629  0.003
H8 -2.771 0.100 -2.989  0.002
H9 -2.852 -0.482 -1.301  0.000
H10 0.149 2.533 -2.439  0.001
H11 0.802 1.257 -3.518  0.001
H12 -0.878 1.816 -3.726  0.001
H13 0.583 0.062 4.104  0.003
H14 1.693 0.468 2.757  0.001
H15 0.153 1.392 2.965  0.006
H16 -1.714 -0.863 3.443  0.003
H17 -1.888 0.465 2.258  0.003
H18 -1.991 -1.270 1.723  0.001
C12 -2.525 3.426 0.389  0.001
O1 -3.064 3.882 -0.544  0.001
Co1 0.176 0.049 0.167  2.695
O2 2.526 -0.580 -1.054  0.199
H19 1.729 -0.722 -1.788  0.037
H20 2.701 0.395 -1.000  0.002
N2 -0.042 -0.553 2.162  0.033
F1 2.340 2.184 -0.520  0.196
Te1 1.428 3.645 0.619  0.245
F2 2.303 4.771 -0.606  -0.013
F3 0.662 5.281 1.354  0.171
F4 3.037 3.920 1.719  0.208
F5 -0.020 3.729 -0.798  0.193
O3 -2.024 2.985 1.360  0.009

---

Entry 4:
Molecular formula: C12H20CuN2O2
Method: DFT, wB97M-V/def2-TZVPD

Summary:
Kohn-Sham gap (spin up / spin down): 0.2853 / 0.2412 Eh
Highest occupied orbital energy (spin up / spin down): -0.26676 / -0.26512 hartree
Multiplicity: 2

Each line ends with the Löwdin spin population.
Cartesian coordinates (Å):
C1 -0.241 -1.616 -0.660  0.465
C2 -1.460 0.853 -1.580  0.013
C3 -1.321 -2.170 0.064  0.077
H1 0.769 -1.959 -0.415  0.021
C4 -1.942 0.928 -0.252  0.024
H2 -1.313 1.804 -2.103  0.002
H3 -1.613 -3.059 -0.554  0.041
H4 -2.050 1.932 0.175  0.006
C5 -2.734 -1.532 0.107  0.020
H5 -3.341 -2.100 0.830  0.000
H6 -3.208 -1.717 -0.872  0.000
C6 -0.562 -1.481 -2.156  0.054
H7 -1.000 -2.419 -2.546  0.019
H8 0.363 -1.313 -2.726  0.000
C7 -1.576 -0.346 -2.483  0.011
H9 -2.607 -0.732 -2.508  0.000
H10 -1.362 0.006 -3.506  0.000
C8 -2.891 -0.039 0.417  0.004
H11 -3.927 0.267 0.174  0.001
H12 -2.783 0.083 1.505  0.000
Cu1 -0.153 0.472 -0.343  0.168
H13 -0.936 -2.847 0.864  0.001
C9 3.852 1.607 0.629  0.003
C10 2.436 1.179 0.646  0.013
N1 1.751 0.988 -0.478  -0.023
O1 2.570 1.165 -1.604  -0.008
C11 1.680 0.914 1.824  -0.021
C12 2.140 1.048 3.224  -0.004
N2 0.419 0.489 1.555  0.045
O2 -0.352 0.107 2.486  0.068
H14 4.187 1.733 -0.400  0.000
H15 4.483 0.865 1.132  0.001
H16 3.973 2.551 1.172  0.001
H17 1.986 1.083 -2.390  0.000
H18 1.520 1.773 3.765  -0.001
H19 2.066 0.091 3.752  -0.001
H20 3.177 1.389 3.257  0.000

---

Entry 5:
Molecular formula: C12H20IrN3O2S3
Method: DFT, wB97M-V/def2-TZVPD

Summary:
Kohn-Sham gap (spin up / spin down): 0.2240 / 0.1588 Eh
Highest occupied orbital energy (spin up / spin down): -0.64810 / -0.64809 hartree
Multiplicity: 2
Charge: +3

Each line ends with the Löwdin spin population.
Cartesian coordinates (Å):
Ir1 -0.523 -0.286 0.350  0.011
C1 -3.008 2.864 0.291  0.000
C2 -2.559 2.466 1.693  0.000
S1 -1.328 1.132 2.037  0.003
C3 0.216 2.045 2.324  0.000
C4 0.740 2.665 1.055  0.001
S2 0.843 1.424 -0.303  -0.002
C5 0.271 2.373 -1.747  0.000
C6 -1.208 2.689 -1.896  0.000
S3 -1.898 3.880 -0.711  0.000
H1 -3.894 3.486 0.442  0.000
H2 -3.358 2.027 -0.304  0.000
H3 -3.423 2.138 2.274  0.000
H4 -2.138 3.329 2.213  0.000
H5 0.893 1.303 2.749  0.000
H6 0.035 2.806 3.084  0.000
H7 1.754 3.050 1.171  0.000
H8 0.078 3.450 0.695  0.000
H9 0.650 1.817 -2.606  0.000
H10 0.868 3.288 -1.665  0.000
H11 -1.808 1.782 -1.878  0.000
H12 -1.334 3.116 -2.892  0.000
O1 0.308 -1.736 -0.833  0.125
N1 1.389 -2.234 -0.420  0.083
N2 1.818 -1.753 0.702  0.012
O2 1.139 -0.827 1.403  -0.026
C7 2.991 -2.286 1.254  0.218
C8 3.737 -3.260 0.469  0.113
C9 4.867 -3.811 0.991  0.025
C10 5.282 -3.418 2.274  0.275
C11 4.529 -2.451 3.038  0.140
C12 3.394 -1.884 2.533  0.010
H13 3.381 -3.531 -0.514  0.002
H14 5.433 -4.534 0.419  -0.002
H15 6.180 -3.830 2.721  0.010
H16 4.881 -2.188 4.027  0.004
H17 2.828 -1.174 3.115  -0.003
N3 -2.359 -0.442 -0.705  0.001
H18 -2.238 -0.398 -1.718  0.000
H19 -3.146 0.158 -0.476  0.000
H20 -2.683 -1.398 -0.524  0.000

---

Entry 6:
Molecular formula: C12H20LiN5O10P2S
Method: DFT, wB97M-V/def2-TZVPD

Summary:
Kohn-Sham gap: 0.2454 Eh
Highest occupied orbital energy: -0.07383 hartree
Charge: -2

Each line ends with the natural charge from an NBO analysis.
Cartesian coordinates (Å):
Li1 -0.015 0.973 0.863  0.856
C1 2.008 1.495 -4.986  -0.624
C2 2.499 0.171 -4.404  -0.223
N1 1.423 -0.628 -3.847  -0.625
C3 0.915 -0.349 -2.572  0.269
S1 1.959 0.109 -1.326  -0.404
N2 -0.406 -0.501 -2.552  -0.518
N3 -0.965 -0.408 -1.329  -0.240
C4 -2.248 -0.344 -1.306  0.160
C5 -3.068 -0.372 -2.565  -0.678
C6 -2.908 -0.233 0.011  0.190
C7 -4.256 -0.558 0.185  -0.271
C8 -4.825 -0.435 1.442  -0.180
C9 -4.048 0.014 2.496  -0.283
C10 -2.716 0.314 2.241  0.087
N4 -2.169 0.198 1.040  -0.440
H1 2.836 2.071 -5.411  0.190
H2 1.266 1.322 -5.772  0.182
H3 1.538 2.087 -4.199  0.230
H4 3.016 -0.414 -5.171  0.163
H5 3.197 0.360 -3.592  0.237
H6 0.643 -0.772 -4.475  0.367
H7 -2.512 0.146 -3.344  0.248
H8 -3.224 -1.400 -2.907  0.209
H9 -4.039 0.106 -2.428  0.197
H10 -4.841 -0.928 -0.647  0.202
H11 -5.865 -0.698 1.598  0.192
H12 -4.460 0.127 3.491  0.204
H13 -2.048 0.668 3.021  0.240
C11 3.328 -1.196 1.924  -0.637
C12 2.111 -1.021 2.820  -0.478
O1 2.369 -1.561 4.137  -0.796
P1 0.732 -2.121 2.284  2.347
O2 1.433 -3.580 2.505  -1.000
O3 0.677 -2.148 0.710  -1.019
O4 -0.535 -2.022 3.027  -1.110
P2 1.634 0.799 3.090  2.365
O5 2.643 1.636 2.160  -1.039
O6 1.981 0.943 4.541  -1.173
O7 0.233 1.096 2.622  -1.230
H14 3.560 -2.258 1.815  0.204
H15 4.180 -0.686 2.376  0.210
H16 3.147 -0.774 0.940  0.250
H17 2.288 -0.767 4.718  0.517
H18 1.573 -3.638 3.462  0.500
H19 0.039 -1.584 0.236  0.544
H20 2.118 2.262 1.599  0.534
O8 1.111 3.613 0.845  -0.553
N5 -0.054 3.630 0.375  0.726
O9 -0.657 4.706 0.241  -0.514
O10 -0.601 2.551 0.015  -0.588

---

Record order is preserved below.
Energy relative to the best compared isomer or geometry (same formula, charge and spin): 0.00, 24.65, 24.58, 0.64, 69.52, 8.43 kcal/mol
Record order is preserved below.
Total energy: -2528.96937, -3131.55791, -3295.27225, -2369.48830, -2081.72280, -2584.17971 Eh